# 1
DFT (ωB97M-V/def2-TZVPD) results for a single C9H9BrIO3P molecule.

Computed properties:
HOMO-LUMO gap in hartree: 0.3017
Net charge: 0
E_tot in Ha: -3787.1219
HOMO energy in Ha: -0.3394
SMILES: O=C1C=C(P(O)Br)C(=O)C=C1CCCI

Geometry as XYZ:
```
24
C9H9BrIO3P | the Open Molecules 2025 dataset | ωB97M-V/def2-TZVPD
O 1.4106 2.0358 0.4670
C 0.6683 1.0821 0.5121
C 0.6410 0.0919 1.6315
C -0.5766 -0.2311 2.0740
P -0.6968 -1.5028 3.3637
O -2.3226 -1.6611 3.3102
Br -0.3238 -0.3801 5.2757
C -1.7585 0.4584 1.4423
O -2.6520 0.9437 2.0926
C -1.6291 0.5575 -0.0369
C -0.4110 0.8397 -0.5032
C -0.0426 0.9122 -1.9486
C 0.6370 -0.4113 -2.3955
C 2.0816 -0.2564 -2.8801
I 3.5266 -0.5103 -1.3084
H 1.5486 -0.3406 2.0180
H -2.5201 -2.4405 3.8370
H -2.4699 0.3919 -0.6892
H 0.6061 1.7579 -2.1328
H -0.9643 0.9939 -2.5087
H 0.6600 -1.0999 -1.5596
H 0.0485 -0.8977 -3.1627
H 2.3161 -1.0481 -3.5723
H 2.2229 0.7150 -3.3261
```

# 2
DFT (ωB97M-V/def2-TZVPD) results for C26H29BFeN11O4 as an isolated structure.

Computed properties:
HOMO-LUMO gap in hartree: 0.2528
Net charge: -1
E_tot in Ha: -3200.3220
HOMO energy in Ha: -0.1668
Relative energy (zero: lowest compared OMol25 entry of this formula, charge and spin) in eV: 0.000

Geometry as XYZ:
```
72
C26H29BFeN11O4 | the Open Molecules 2025 dataset | ωB97M-V/def2-TZVPD
Fe -0.8875 1.6363 0.4088
N -1.6007 1.1116 4.0244
C -2.8641 1.0939 3.2787
C -3.1600 2.3489 2.4637
O -4.0212 3.1349 2.9115
N -2.4456 2.5371 1.3535
C -2.7417 3.8079 0.7004
C -1.6574 4.2247 -0.2854
O -1.6417 5.3711 -0.7260
O -0.8230 3.2977 -0.6006
H -0.8399 1.2076 3.3581
H -1.5730 1.9551 4.5885
H -3.6872 0.9770 3.9840
H -2.8557 0.2256 2.6240
H -2.9197 4.6069 1.4213
H -3.6731 3.7508 0.1128
C -0.6713 -2.3472 2.2004
C -1.3852 -1.3729 1.4938
N -0.6235 -0.3110 1.2544
N 0.5898 -0.5878 1.7699
C 0.5840 -1.7947 2.3564
B 1.7781 0.3726 1.5325
N 1.8832 0.6179 0.0138
C 2.9499 0.5842 -0.8017
C 2.5779 1.1099 -2.0222
C 1.2332 1.4663 -1.8502
N 0.8267 1.1505 -0.6290
N 1.4680 1.7232 2.1955
C 2.1483 2.4505 3.0979
C 1.4603 3.6283 3.3054
C 0.3421 3.5351 2.4647
N 0.3637 2.3868 1.8067
H -1.0218 -3.3006 2.5543
H -2.4107 -1.3871 1.1603
H 1.4761 -2.1774 2.8234
H 2.7931 -0.1058 1.9664
H 3.8908 0.1919 -0.4538
H 3.1873 1.2288 -2.9007
H 0.5514 1.9592 -2.5243
H 3.0651 2.0763 3.5220
H 1.7247 4.4367 3.9641
H -0.4691 4.2273 2.3103
C 5.3443 -3.7566 -1.1747
C 3.9056 -3.4881 -1.5267
C 3.4846 -3.4206 -2.8486
C 2.1697 -3.1381 -3.1937
C 1.2394 -2.9092 -2.1862
N -0.1080 -2.5694 -2.4167
C -0.7476 -2.4562 -3.6162
O -0.3264 -2.8792 -4.6772
N -1.9951 -1.8472 -3.5587
C -2.5178 -0.9349 -2.6231
C -3.8964 -0.7764 -2.5232
C -4.3970 0.1449 -1.6256
C -3.5228 0.8667 -0.8261
N -2.2011 0.7178 -0.9170
C -1.7138 -0.1443 -1.8114
C 1.6410 -2.9809 -0.8554
C 2.9542 -3.2674 -0.5354
H 5.8589 -4.2727 -1.9855
H 5.4242 -4.3709 -0.2769
H 5.8823 -2.8250 -0.9824
H 4.2029 -3.5937 -3.6425
H 1.8662 -3.0971 -4.2272
H -0.6260 -2.3155 -1.5900
H -2.4853 -1.9319 -4.4343
H -4.5569 -1.3724 -3.1422
H -5.4624 0.2990 -1.5253
H -3.8625 1.5680 -0.0772
H -0.6381 -0.1896 -1.8704
H 0.9189 -2.7983 -0.0670
H 3.2441 -3.3087 0.5090
```

# 3
DFT (ωB97M-V/def2-TZVPD) results for a single C3H5N3 molecule in a non-equilibrium geometry.

Computed properties:
HOMO-LUMO gap in hartree: 0.3404
Net charge: 0
E_tot in Ha: -281.4845
HOMO energy in Ha: -0.3075
Relative energy (zero: lowest compared OMol25 entry of this formula, charge and spin) in eV: 2.872
SMILES: Nc1c[nH]cn1

Geometry as XYZ:
```
11
C3H5N3 | the Open Molecules 2025 dataset | ωB97M-V/def2-TZVPD
C 0.7136 -0.0268 -0.2136
C -0.1049 0.9746 -0.1203
C -1.3736 -0.8405 -0.1305
H 2.2928 0.4144 0.5023
H 2.0265 -1.1788 0.1449
H 0.3781 1.9304 0.2436
H -2.1745 0.9991 -0.5684
H -2.3296 -1.3273 0.2077
N 1.9953 -0.1898 -0.1222
N -1.3605 0.4457 0.0847
N -0.0633 -1.2009 -0.0282
```

# 4
DFT (ωB97M-V/def2-TZVPD) results for an isolated ion of composition C3H6N3 and charge +1 in a non-equilibrium geometry.

Computed properties:
HOMO-LUMO gap in hartree: 0.4060
Net charge: +1
E_tot in Ha: -281.7826
HOMO energy in Ha: -0.5539
Relative energy (zero: lowest compared OMol25 entry of this formula, charge and spin) in eV: 3.682
SMILES: C1[NH2+]CC12N=N2

Geometry as XYZ:
```
12
C3H6N3 | the Open Molecules 2025 dataset | ωB97M-V/def2-TZVPD
C 0.5228 0.5724 -0.9170
C -0.1105 0.2041 1.1988
C 0.8896 1.2197 0.6007
N 2.0971 1.8407 1.0534
N 1.0842 2.5379 0.9802
N -0.1721 -0.4776 -0.1436
H -0.2668 1.3263 -1.2179
H 1.2739 0.4288 -1.6539
H 0.2133 -0.3981 2.0234
H -1.0718 0.6593 1.3395
H -1.1480 -0.5899 -0.4663
H 0.0345 -1.4731 -0.0760
```

# 5
DFT (ωB97M-V/def2-TZVPD) results for a 5-piece molecular cluster, C2H13O4S overall in a non-equilibrium geometry.

Computed properties:
HOMO-LUMO gap in hartree: 0.2585
Net charge: -1
E_tot in Ha: -783.1499
HOMO energy in Ha: -0.1264
Relative energy (zero: lowest compared OMol25 entry of this formula, charge and spin) in eV: 1.955

Geometry as XYZ:
```
20
C2H13O4S | the Open Molecules 2025 dataset | ωB97M-V/def2-TZVPD
C -1.3607 0.7215 -1.8308
C -0.4239 1.2444 -0.8553
S -1.3687 1.6301 0.7017
H -2.0500 1.5319 -2.2019
H -1.9810 -0.0329 -1.4009
H -1.0206 0.3753 -2.8042
H 0.1676 2.1675 -1.3305
H 0.4216 0.5137 -0.6883
H -1.8209 -0.9628 1.0363
H -1.0883 -0.6607 2.2651
O -1.4919 -1.4377 1.8470
H 0.8284 -0.7593 -1.7064
H 1.7180 -1.5799 -0.9976
O 1.7221 -0.9353 -1.8149
H 1.8661 1.5513 1.8920
H 0.6988 0.6117 2.3314
O 1.5761 0.9451 2.5683
H 1.4430 -1.1666 1.5431
H 0.6097 -2.0994 0.6234
O 1.5547 -1.6579 0.8227
```

# 6
DFT (ωB97M-V/def2-TZVPD) results for a 2-piece molecular cluster, C6H14O overall.

Computed properties:
HOMO-LUMO gap (alpha / beta) in hartree: 0.4029 / 0.3247
Net charge: 0
E_tot in Ha: -312.0659
HOMO energy (alpha / beta) in Ha: -0.3795 / -0.2887
Relative energy (zero: lowest compared OMol25 entry of this formula, charge and spin) in eV: 5.147

Geometry as XYZ:
```
21
C6H14O | the Open Molecules 2025 dataset | ωB97M-V/def2-TZVPD
C -0.2241 -0.0089 3.3803
C -0.3372 -0.7846 2.1465
C -0.7750 -0.0035 0.8981
C -0.0916 -0.5635 -0.3451
C -0.3554 0.2156 -1.6265
C 0.4764 -0.3400 -2.7688
O 0.1754 0.3880 -3.9403
H 2.4694 4.7676 2.5799
H -0.2163 -0.5046 4.3464
H -0.0913 1.0680 3.3591
H 0.6781 -1.2062 1.9343
H -0.9519 -1.6848 2.3042
H -1.8670 -0.0420 0.7922
H -0.5113 1.0556 1.0154
H -0.3877 -1.6142 -0.4799
H 0.9918 -0.5733 -0.1534
H -1.4164 0.1711 -1.9015
H -0.1032 1.2745 -1.4875
H 1.5454 -0.2586 -2.5088
H 0.2538 -1.4133 -2.8945
H 0.7380 0.0571 -4.6498
```